C44H121N11O11 | ωB97M-V/def2-TZVPD

Its spin multiplicity is 1. The calculation puts the energy above the lowest of the compared OMol25 structures with the same formula, charge and spin at 191.89 kcal/mol. The orbital gap is 0.3250 Eh. As for the structure (SMILES): COC[C@H](C)N.COC[C@H](C)N.COC[C@H](C)N.COC[C@H](C)N.COC[C@H](C)N.COC[C@H](C)N.COC[C@H](C)N.COC[C@H](C)N.COC[C@H](C)N.COC[C@H](C)N.COC[C@H](C)N. Its highest occupied orbital energy is -8.43 eV. As for the energy: -86490.913 eV.

Last column: Mulliken charge in e.
Cartesian coordinates (Å):
C (-0.24, -0.70, -1.22)  -0.69
C (-1.33, -0.43, -0.11)  0.31
C (-0.94, 0.88, 0.73)  -0.65
O (0.34, 0.68, 1.33)  -0.20
C (0.80, 1.89, 2.00)  -0.48
N (-2.64, -0.59, -0.66)  0.38
H (-0.30, 0.13, -1.93)  0.01
H (-0.48, -1.67, -1.65)  -0.28
H (0.72, -0.80, -0.72)  0.47
H (-1.18, -1.25, 0.59)  0.29
H (-1.73, 1.24, 1.39)  0.24
H (-0.87, 1.65, -0.05)  0.32
H (0.95, 2.76, 1.36)  0.41
H (1.81, 1.78, 2.41)  -0.04
H (0.14, 2.14, 2.84)  0.28
H (-2.66, -1.35, -1.33)  0.01
H (-2.83, 0.23, -1.22)  -0.38
C (-0.53, -1.63, -5.31)  0.58
C (-0.17, -1.56, -6.76)  0.09
C (-1.23, -0.81, -7.67)  -0.96
O (-2.40, -1.59, -7.64)  -0.28
C (-3.57, -0.88, -8.00)  -0.85
N (1.14, -1.07, -6.71)  -0.72
H (-1.16, -2.50, -5.13)  -0.23
H (-1.08, -0.76, -4.94)  -0.58
H (0.25, -1.62, -4.55)  -0.02
H (-0.02, -2.55, -7.18)  0.42
H (-0.89, -0.86, -8.70)  0.44
H (-1.34, 0.24, -7.39)  0.46
H (-3.95, -0.19, -7.26)  0.28
H (-4.33, -1.61, -8.29)  0.24
H (-3.35, -0.28, -8.88)  0.42
H (1.51, -1.14, -7.65)  0.28
H (1.62, -1.84, -6.28)  0.16
C (4.64, 6.31, 7.12)  -1.20
C (4.97, 5.82, 5.67)  0.59
C (3.76, 5.82, 4.69)  -0.89
O (4.22, 5.40, 3.44)  -0.31
C (3.27, 4.99, 2.44)  -0.81
N (6.10, 6.51, 5.09)  -0.77
H (4.09, 7.24, 6.98)  0.32
H (5.53, 6.37, 7.74)  0.36
H (3.93, 5.55, 7.45)  0.27
H (5.34, 4.79, 5.70)  0.03
H (3.52, 6.87, 4.52)  0.51
H (2.91, 5.24, 5.07)  0.43
H (2.76, 5.91, 2.17)  0.43
H (2.53, 4.23, 2.72)  0.15
H (3.69, 4.75, 1.46)  0.33
H (5.76, 7.04, 4.30)  0.28
H (6.74, 5.89, 4.62)  0.30
C (-5.23, -2.28, 1.43)  -1.62
C (-5.37, -0.95, 2.08)  0.50
C (-4.41, -0.75, 3.28)  -0.55
O (-5.00, -1.63, 4.19)  -0.35
C (-4.39, -1.66, 5.50)  -0.89
N (-5.19, 0.02, 0.98)  -0.23
H (-4.24, -2.56, 1.07)  0.22
H (-5.77, -2.51, 0.52)  0.45
H (-5.46, -3.03, 2.19)  0.43
H (-6.41, -0.90, 2.39)  0.31
H (-4.22, 0.28, 3.58)  0.42
H (-3.40, -1.10, 3.05)  0.32
H (-4.99, -0.82, 5.86)  0.35
H (-3.38, -1.25, 5.61)  0.33
H (-4.62, -2.56, 6.05)  0.25
H (-5.75, -0.27, 0.19)  0.29
H (-4.24, -0.17, 0.67)  -0.20
C (0.66, -5.75, -4.83)  -1.40
C (-0.17, -5.44, -3.62)  0.16
C (0.46, -4.35, -2.73)  0.71
O (1.62, -4.86, -2.02)  -0.41
C (1.27, -5.66, -0.90)  -0.81
N (-1.62, -5.23, -3.88)  -0.36
H (0.20, -6.55, -5.41)  0.47
H (1.63, -6.04, -4.42)  0.35
H (0.66, -4.83, -5.40)  0.08
H (-0.33, -6.37, -3.08)  0.47
H (-0.26, -3.89, -2.06)  0.07
H (0.76, -3.56, -3.41)  -0.52
H (0.92, -6.65, -1.18)  0.28
H (0.51, -5.15, -0.30)  0.29
H (2.03, -6.06, -0.22)  0.35
H (-2.16, -5.30, -3.03)  0.22
H (-1.96, -5.85, -4.60)  0.23
C (-6.52, 3.66, 2.71)  -1.14
C (-5.45, 3.69, 3.78)  0.59
C (-4.16, 4.30, 3.20)  0.01
O (-3.15, 4.39, 4.20)  -0.45
C (-1.82, 4.28, 3.70)  -0.08
N (-5.89, 4.63, 4.82)  -0.76
H (-6.06, 3.29, 1.80)  -0.02
H (-6.98, 4.58, 2.37)  0.47
H (-7.29, 3.02, 3.15)  0.36
H (-5.30, 2.66, 4.10)  -0.01
H (-4.30, 5.31, 2.84)  0.32
H (-3.97, 3.55, 2.43)  -0.23
H (-1.05, 4.18, 4.45)  0.37
H (-1.55, 5.17, 3.13)  0.36
H (-1.67, 3.44, 3.01)  -0.38
H (-5.17, 5.18, 5.28)  0.31
H (-6.36, 5.31, 4.23)  0.32
C (-4.42, -2.62, -4.96)  -1.80
C (-4.53, -2.96, -3.43)  0.67
C (-4.99, -4.42, -3.38)  -1.15
O (-5.30, -4.90, -2.09)  -0.22
C (-6.23, -5.95, -1.98)  -0.85
N (-3.20, -2.79, -2.84)  0.48
H (-5.38, -2.58, -5.48)  0.54
H (-3.58, -3.05, -5.51)  0.36
H (-4.25, -1.59, -5.28)  0.21
H (-5.27, -2.32, -2.96)  0.29
H (-4.31, -5.05, -3.95)  0.34
H (-5.88, -4.40, -4.01)  0.56
H (-6.28, -6.27, -0.94)  0.23
H (-5.92, -6.76, -2.64)  0.33
H (-7.21, -5.64, -2.35)  0.33
H (-3.38, -3.46, -2.11)  0.54
H (-2.50, -3.16, -3.47)  -1.07
C (8.13, -1.57, 1.07)  -1.51
C (6.94, -0.77, 1.58)  0.78
C (5.63, -1.55, 1.77)  -0.94
O (4.57, -0.71, 2.42)  -0.15
C (3.33, -0.63, 1.76)  -1.11
N (7.45, -0.15, 2.76)  -0.67
H (8.88, -0.82, 0.82)  0.39
H (7.84, -2.18, 0.22)  0.36
H (8.53, -2.36, 1.71)  0.36
H (6.77, 0.07, 0.91)  0.15
H (5.75, -2.33, 2.52)  0.27
H (5.41, -2.17, 0.91)  0.49
H (3.41, 0.20, 1.06)  0.35
H (2.55, -0.29, 2.44)  0.19
H (2.90, -1.54, 1.32)  0.58
H (7.74, -0.83, 3.45)  0.35
H (6.58, 0.13, 3.20)  0.06
C (-5.23, 3.69, -0.83)  -1.75
C (-3.88, 3.11, -1.08)  1.88
C (-3.76, 2.29, -2.39)  -1.22
O (-2.43, 1.85, -2.46)  -0.34
C (-2.18, 1.02, -3.58)  -0.77
N (-2.84, 4.16, -1.10)  -0.82
H (-5.25, 4.43, -0.03)  0.33
H (-5.98, 2.91, -0.71)  0.38
H (-5.65, 4.22, -1.68)  0.39
H (-3.76, 2.37, -0.29)  -0.46
H (-3.97, 2.94, -3.24)  0.69
H (-4.48, 1.47, -2.37)  0.24
H (-2.47, -0.01, -3.39)  0.22
H (-1.12, 1.20, -3.74)  0.29
H (-2.87, 1.25, -4.40)  0.44
H (-2.99, 4.55, -0.17)  0.37
H (-1.90, 3.79, -1.16)  0.28
C (3.45, -0.13, -3.02)  -1.34
C (3.74, -1.21, -4.17)  0.15
C (5.24, -1.30, -4.56)  -0.72
O (5.73, -0.01, -4.86)  -0.31
C (7.13, 0.03, -5.25)  -0.76
N (3.16, -2.46, -3.68)  -0.15
H (3.64, 0.86, -3.45)  0.45
H (4.12, -0.27, -2.17)  0.42
H (2.38, -0.10, -2.82)  0.13
H (3.04, -0.90, -4.95)  0.18
H (5.14, -1.84, -5.49)  0.34
H (5.71, -1.84, -3.74)  0.38
H (7.77, -0.66, -4.69)  0.30
H (7.51, 1.05, -5.26)  0.23
H (7.00, -0.44, -6.22)  0.32
H (3.47, -3.36, -4.02)  0.24
H (3.67, -2.44, -2.81)  0.21
C (4.73, 1.54, 4.91)  -0.81
C (4.69, 0.44, 5.94)  0.44
C (3.22, 0.19, 6.44)  -0.76
O (2.67, 1.29, 7.20)  -0.34
C (3.41, 1.71, 8.30)  -0.70
N (5.25, -0.69, 5.24)  -0.52
H (5.74, 1.96, 4.80)  0.36
H (4.21, 2.38, 5.36)  0.25
H (4.25, 1.42, 3.94)  -0.03
H (5.33, 0.71, 6.78)  0.26
H (3.11, -0.61, 7.18)  0.45
H (2.53, -0.03, 5.63)  0.20
H (3.64, 0.95, 9.05)  0.30
H (2.92, 2.51, 8.86)  0.29
H (4.27, 2.33, 8.05)  0.24
H (5.17, -1.56, 5.76)  0.30
H (4.72, -0.98, 4.43)  0.05